one) Below is a cluster of 4 separate species, C2H12NO3 in total, with properties calculated with the ωB97M-V functional and the def2-TZVPD basis.

Computed properties:
- Orbital gap: 10.50 eV
- Lowest unoccupied orbital energy: -4.3 eV
- Molar mass: 98.1 g mol⁻¹
- Charge: +1
- 2S+1: 1

Positions of all 18 atoms, in Å:
O 0.11997 -2.42385 -0.40797
O 1.24186 -1.71321 2.42156
O -0.44580 1.73173 1.67239
N -0.10262 1.31271 -1.21109
C 0.43564 0.18139 -1.13891
C -1.27028 1.62965 -2.08360
H 1.36737 -2.22575 1.67108
H 1.41062 0.00874 -0.41523
H 1.36283 -2.06889 3.21824
H 0.45500 -2.79444 -1.14094
H -1.89472 2.52045 -1.85629
H -0.15165 0.87466 2.10253
H 0.06027 -0.61812 -1.81268
H -2.05782 0.82239 -2.11274
H 0.20712 1.93375 -0.37600
H -1.00679 1.67818 -3.23057
H -0.29576 -3.08374 0.02025
H -1.05854 2.14017 2.25721

=====

two) Below is a cluster of 3 separate species, C2H12NO3 in total, with properties calculated with the ωB97M-V functional and the def2-TZVPD basis.

Computed properties:
- Orbital gap: 11.29 eV
- Lowest unoccupied orbital energy: -3.1 eV
- Molar mass: 98.1 g mol⁻¹
- Charge: +1
- 2S+1: 1

Positions of all 18 atoms, in Å:
O 2.97146 -1.31761 2.34974
O -1.82320 0.16209 -0.48547
O -0.60617 1.51419 -3.97223
N 0.60731 0.00082 -0.02939
C -0.24030 -0.25670 1.19064
C -1.69888 0.11254 0.91109
H 0.00343 1.58344 -4.72238
H -1.89591 1.13947 1.31322
H 3.06800 -2.15261 2.83535
H 1.52831 -0.43163 -0.07107
H 0.31099 0.09018 2.04850
H -1.44456 1.78020 -4.38000
H -2.65534 -0.13797 -0.85297
H -0.30045 -1.36051 1.28556
H 3.82994 -0.99461 2.11848
H 0.02104 -0.29760 -0.82138
H 0.75683 0.99906 -0.20843
H -2.43251 -0.43276 1.49073

=====

Energy relative to the most stable one, in eV: one) 1.637; two) 0.000

=====

one) Below is a cluster of 2 separate species, CH7N2O2P in total, with properties calculated with the ωB97M-V functional and the def2-TZVPD basis.

Computed properties:
- Orbital gap (spin up / spin down): 7.91 / 7.08 eV
- Lowest unoccupied orbital energy (spin up / spin down): 0.7 / 0.7 eV
- Molar mass: 110.1 g mol⁻¹
- 2S+1: 1

Positions of all 13 atoms, in Å:
P 2.25486 -0.65984 -0.38458
O 2.48343 0.75485 -1.17184
O 2.89115 -0.16883 1.02734
N -0.19963 -0.46927 0.32534
N -0.14045 0.68692 1.08006
C -0.71253 -0.40503 -0.96826
H 0.13506 0.52965 2.09151
H 2.49195 1.64548 -0.63441
H -0.18098 -1.05066 -1.67505
H 2.61065 -0.79138 1.66770
H -0.99676 1.25979 0.94929
H -0.60420 0.54388 -1.42812
H -1.82540 -0.55949 -0.86992

=====

two) Below is a structure of composition CH7N2O2P, with properties calculated with the ωB97M-V functional and the def2-TZVPD basis.

Computed properties:
- Orbital gap (spin up / spin down): 8.07 / 8.07 eV
- Lowest unoccupied orbital energy (spin up / spin down): -0.8 / -0.8 eV
- Molar mass: 110.1 g mol⁻¹
- 2S+1: 1

Positions of all 13 atoms, in Å:
P -0.30735 0.07916 -0.26959
O -1.02449 0.86006 -1.48128
O 0.89145 -0.76969 -0.92194
N 0.51590 1.22346 0.55715
N -1.72761 -1.61601 -0.70384
C 1.37205 0.81176 1.64724
H 1.79284 1.88375 1.79736
H 1.86725 -0.09370 1.35871
H -2.06547 -1.00797 -1.46118
H 0.62324 -1.66461 -1.11490
H -0.29297 1.38090 -1.98131
H -2.44828 -1.66750 0.04418
H 0.80343 0.58039 2.52940

=====

Energy relative to the most stable one, in eV: one) 0.902; two) 0.000